[1]
{
  "formula": "C30H38N4O4PdS",
  "method": "ωB97M-V/def2-TZVPD",
  "elements": ["Pd", "C", "C", "C", "C", "C", "C", "C", "C", "N", "C", "O", "C", "C", "C", "C", "C", "N", "C", "O", "N", "C", "C", "C", "C", "C", "C", "C", "C", "H", "H", "H", "H", "H", "H", "H", "H", "H", "H", "H", "H", "H", "H", "H", "H", "H", "H", "H", "H", "H", "C", "N", "C", "C", "O", "H", "H", "H", "H", "H", "H", "H", "C", "C", "S", "O", "C", "C", "H", "H", "H", "H", "H", "H", "H", "H", "H", "H"],
  "positions_angstrom": [[0.36, 0.03, 0.61], [2.09, -3.67, -1.56], [2.87, -3.16, -0.39], [4.24, -3.37, -0.31], [4.97, -2.92, 0.77], [4.34, -2.22, 1.79], [2.98, -1.99, 1.75], [2.29, -1.24, 2.85], [2.22, -2.46, 0.65], [0.87, -2.17, 0.61], [-0.09, -3.08, 0.50], [0.03, -4.30, 0.60], [-1.45, -2.44, 0.30], [-2.64, -3.16, 0.36], [-3.83, -2.48, 0.20], [-3.81, -1.11, 0.00], [-2.57, -0.48, -0.08], [-1.44, -1.14, 0.07], [-2.47, 1.00, -0.34], [-3.49, 1.66, -0.58], [-1.23, 1.46, -0.27], [-0.92, 2.80, -0.47], [-1.16, 3.44, -1.70], [-1.80, 2.68, -2.82], [-0.83, 4.77, -1.85], [-0.23, 5.48, -0.82], [0.03, 4.85, 0.39], [-0.32, 3.52, 0.58], [-0.11, 2.85, 1.91], [2.75, -4.04, -2.35], [1.44, -2.89, -1.96], [1.45, -4.49, -1.23], [4.73, -3.90, -1.11], [6.03, -3.10, 0.82], [4.92, -1.85, 2.62], [3.03, -0.78, 3.51], [1.66, -1.91, 3.44], [1.64, -0.45, 2.42], [-2.60, -4.23, 0.51], [-4.78, -3.01, 0.24], [-4.70, -0.52, -0.12], [-1.25, 1.75, -3.01], [-1.84, 3.27, -3.73], [-2.81, 2.40, -2.53], [-1.05, 5.28, -2.78], [0.03, 6.52, -0.95], [0.50, 5.40, 1.19], [0.71, 3.31, 2.47], [0.10, 1.78, 1.77], [-1.03, 2.93, 2.50], [-0.65, -1.67, 6.02], [-0.71, -0.71, 4.94], [-0.42, 0.67, 5.26], [-1.02, -1.04, 3.68], [-1.04, -0.25, 2.76], [-1.49, -1.53, 6.71], [0.28, -1.54, 6.57], [-0.68, -2.68, 5.62], [-0.86, 0.93, 6.23], [-0.86, 1.30, 4.49], [0.66, 0.84, 5.29], [-1.26, -2.11, 3.56], [5.10, 2.11, -0.20], [3.99, 3.14, -0.27], [2.31, 2.36, -0.33], [2.40, 1.25, 0.65], [2.44, 1.55, -2.01], [2.28, 0.05, -1.91], [6.02, 2.58, 0.17], [5.31, 1.66, -1.16], [4.82, 1.33, 0.51], [4.06, 3.79, -1.14], [3.98, 3.74, 0.63], [3.40, 1.84, -2.45], [1.63, 2.00, -2.59], [3.03, -0.36, -1.23], [2.40, -0.41, -2.89], [1.27, -0.20, -1.52]],
  "lumo_ev": [-1.39, -1.36],
  "orbital_gap_ha": [0.228, 0.230],
  "total_energy_ev": -60191.9439
}

[2]
{
  "formula": "C30H39AuN3O",
  "method": "ωB97M-V/def2-TZVPD",
  "elements": ["Au", "N", "N", "C", "C", "C", "C", "H", "H", "H", "C", "C", "H", "H", "H", "C", "C", "H", "H", "H", "C", "H", "H", "H", "C", "H", "H", "H", "C", "H", "C", "H", "C", "H", "C", "H", "C", "C", "H", "C", "C", "H", "C", "H", "N", "C", "C", "C", "H", "C", "C", "H", "H", "H", "C", "H", "C", "C", "H", "H", "H", "C", "H", "H", "H", "C", "C", "O", "H", "H", "H", "H", "H", "H"],
  "positions_angstrom": [[0.58, -0.31, 0.82], [-0.69, -2.17, 2.94], [-0.20, -2.44, -0.49], [1.76, 1.82, 0.60], [2.66, 0.73, 0.92], [2.32, 0.27, 2.24], [3.03, -0.77, 3.02], [3.67, -1.38, 2.37], [2.33, -1.44, 3.54], [3.69, -0.33, 3.79], [1.23, 1.08, 2.72], [0.63, 1.01, 4.07], [1.22, 1.58, 4.81], [0.58, -0.03, 4.43], [-0.38, 1.42, 4.08], [0.94, 2.06, 1.73], [0.03, 3.23, 1.91], [-0.80, 2.98, 2.58], [-0.38, 3.57, 0.96], [0.57, 4.08, 2.36], [3.77, 0.20, 0.10], [4.71, 0.16, 0.68], [3.96, 0.81, -0.79], [3.57, -0.83, -0.25], [1.76, 2.63, -0.65], [0.73, 2.78, -1.02], [2.33, 2.14, -1.45], [2.20, 3.62, -0.49], [-1.53, -2.50, 3.92], [-1.59, -1.83, 4.78], [-2.32, -3.66, 3.86], [-3.03, -3.85, 4.66], [-2.17, -4.54, 2.78], [-2.73, -5.47, 2.72], [-1.24, -4.22, 1.79], [-1.02, -4.86, 0.94], [-0.57, -2.98, 1.89], [0.34, -2.53, 0.82], [1.34, -2.98, 0.86], [-0.29, -1.14, -0.86], [-0.25, -3.27, -1.62], [-0.24, -4.34, -1.52], [-0.28, -2.46, -2.68], [-0.29, -2.68, -3.73], [-0.23, -1.14, -2.22], [-0.11, 0.05, -3.04], [1.12, 0.35, -3.66], [1.20, 1.51, -4.45], [2.15, 1.76, -4.93], [0.09, 2.34, -4.62], [0.16, 3.53, -5.52], [0.12, 4.46, -4.94], [-0.70, 3.54, -6.21], [1.08, 3.52, -6.11], [-1.09, 2.05, -3.96], [-1.95, 2.72, -4.05], [-1.22, 0.88, -3.19], [-2.51, 0.54, -2.54], [-2.93, -0.41, -2.91], [-3.24, 1.33, -2.76], [-2.43, 0.47, -1.45], [2.34, -0.49, -3.47], [2.42, -1.27, -4.25], [2.38, -0.98, -2.49], [3.23, 0.14, -3.56], [-3.77, 0.08, 2.71], [-3.24, 0.05, 1.29], [-2.49, 1.25, 1.05], [-2.94, 0.03, 3.41], [-4.45, -0.76, 2.89], [-4.32, 1.01, 2.88], [-2.59, -0.84, 1.16], [-4.05, -0.01, 0.55], [-1.97, 1.13, 0.24]],
  "total_charge": -1,
  "lumo_ev": [2.37, 2.36],
  "orbital_gap_ha": [0.076, 0.218],
  "spin_multiplicity": 3,
  "total_energy_ev": -41949.2092
}

[3]
{
  "formula": "C30H39Cl5IO4SSiSn",
  "method": "ωB97M-V/def2-TZVPD",
  "elements": ["Sn", "Cl", "C", "C", "C", "Cl", "C", "Cl", "C", "Cl", "C", "Cl", "I", "C", "C", "C", "C", "C", "C", "C", "C", "C", "C", "H", "H", "H", "H", "H", "H", "C", "C", "C", "C", "O", "Si", "S", "O", "C", "C", "C", "C", "O", "C", "C", "C", "C", "H", "H", "H", "H", "H", "H", "H", "H", "H", "H", "H", "H", "H", "H", "H", "H", "H", "H", "H", "H", "H", "H", "H", "H", "H", "H", "H", "C", "C", "O", "H", "H", "H", "H", "H", "H"],
  "positions_angstrom": [[-0.11, -1.21, -0.99], [-1.42, -4.16, 0.39], [-0.12, -4.38, -0.74], [0.55, -3.25, -1.18], [1.64, -3.45, -2.02], [2.63, -2.16, -2.58], [1.91, -4.70, -2.59], [3.22, -4.95, -3.63], [1.24, -5.82, -2.07], [1.35, -7.33, -2.87], [0.22, -5.69, -1.09], [-0.62, -7.00, -0.40], [-1.29, -1.64, -3.81], [0.43, -0.51, -4.32], [0.84, -0.51, -5.64], [1.80, 0.41, -6.15], [2.39, 1.24, -5.24], [2.11, 1.22, -3.88], [2.89, 2.03, -3.03], [2.67, 1.93, -1.69], [1.68, 1.10, -1.16], [0.97, 0.26, -1.95], [1.05, 0.40, -3.38], [0.43, -1.26, -6.31], [2.05, 0.48, -7.22], [3.06, 2.00, -5.59], [3.61, 2.77, -3.36], [3.22, 2.52, -0.96], [1.66, 1.00, -0.09], [1.49, -2.51, 3.00], [1.76, -1.24, 2.12], [1.97, -0.08, 3.09], [2.86, -1.32, 1.09], [0.54, -0.95, 1.33], [-0.76, 0.03, 1.81], [-2.08, -0.53, 0.20], [-1.25, -0.38, 3.21], [-2.44, -0.85, 3.84], [-3.57, 0.12, 3.42], [-2.31, -0.73, 5.38], [-2.81, -2.28, 3.38], [-0.17, 1.53, 1.73], [-0.64, 2.88, 1.70], [-2.05, 3.01, 2.41], [0.44, 3.62, 2.46], [-0.66, 3.36, 0.29], [2.23, -2.67, 3.76], [1.36, -3.45, 2.35], [0.56, -2.40, 3.55], [2.88, -0.22, 3.70], [1.07, -0.12, 3.73], [2.06, 0.88, 2.54], [3.85, -1.48, 1.54], [2.91, -0.45, 0.50], [2.73, -2.19, 0.46], [-3.62, 1.01, 4.07], [-4.66, -0.37, 3.51], [-3.54, 0.51, 2.39], [-1.95, 0.30, 5.79], [-1.71, -1.53, 5.83], [-3.36, -0.92, 5.78], [-3.11, -2.33, 2.31], [-3.65, -2.55, 3.97], [-1.91, -2.95, 3.56], [-2.20, 2.56, 3.39], [-2.83, 2.44, 1.76], [-2.36, 4.04, 2.32], [0.59, 3.32, 3.46], [0.20, 4.67, 2.57], [1.38, 3.48, 1.86], [-1.30, 2.79, -0.31], [0.37, 3.16, -0.09], [-0.95, 4.42, 0.23], [-1.66, 3.26, -4.43], [-1.46, 3.10, -2.93], [-1.83, 1.84, -2.33], [-1.34, 4.27, -4.60], [-2.71, 3.31, -4.48], [-1.26, 2.45, -5.05], [-1.99, 3.93, -2.41], [-0.43, 3.15, -2.63], [-2.77, 1.74, -2.59]],
  "total_charge": 1,
  "lumo_ev": -3.10,
  "relative_energy_ev": 0.924,
  "orbital_gap_ha": 0.298,
  "total_energy_ev": -135188.0174
}